w:
This record from the Open Molecules 2025 dataset describes C4H12N2O in the gas phase. The level of theory is ωB97M-V/def2-TZVPD.

ORCA input file:
```
! RIJCOSX wB97M-V def2-TZVPD def2/J DEFGRID3
* xyz 0 1
N 0.858 1.260 -2.595
C 0.136 0.094 -2.001
C 0.365 -0.359 -0.548
C -0.086 0.793 0.387
N -0.963 0.063 1.114
C -0.630 -0.989 2.065
O 0.372 -0.540 2.913
H 1.673 0.856 -3.189
H 1.379 1.586 -1.765
H 0.250 -0.698 -2.635
H -1.013 0.082 -2.059
H 1.437 -0.597 -0.343
H -0.055 -1.383 -0.639
H 0.645 1.348 1.059
H -0.576 1.584 -0.257
H -1.874 -0.015 0.761
H -1.514 -1.197 2.664
H -0.457 -1.962 1.478
H 0.054 0.074 3.589
*
```

Computed properties:
- LUMO energy: 0.90 eV
- Kohn-Sham gap: 8.658 eV
- SMILES: NCCCNCO
- Highest occupied orbital energy: -7.756 eV

***

x:
This record from the Open Molecules 2025 dataset describes a molecular structure, C4H12N2O. The level of theory is ωB97M-V/def2-TZVPD.

ORCA input file:
```
! RIJCOSX wB97M-V def2-TZVPD def2/J DEFGRID3
* xyz 0 1
C 1.172 -0.782 -1.653
C -0.249 -1.223 -1.316
C -2.553 -0.577 -0.838
C 0.731 1.285 1.688
H 1.423 0.273 -1.644
H 1.367 -0.972 -2.787
H 1.958 -1.544 -1.266
H -0.532 0.652 -0.719
H -2.483 -1.634 -1.409
H -2.919 -0.784 0.511
H -3.020 0.389 -1.455
H 2.037 2.151 2.828
H 1.755 0.407 3.415
H 0.111 0.323 1.676
H -0.048 1.943 1.900
H 1.012 1.500 0.559
N -1.070 -0.161 -0.926
N 1.922 1.203 2.580
O -0.614 -2.447 -1.144
*
```

Computed properties:
- LUMO energy: 0.71 eV
- Kohn-Sham gap: 10.174 eV
- Highest occupied orbital energy: -9.460 eV

***

y:
This record from the Open Molecules 2025 dataset describes 2 unconnected molecules or ions with the total composition C4H12N2O. The level of theory is ωB97M-V/def2-TZVPD.

ORCA input file:
```
! RIJCOSX wB97M-V def2-TZVPD def2/J DEFGRID3
* xyz 0 1
C 1.739 -0.592 -1.178
C 1.929 -0.018 1.140
N 1.027 -0.214 0.025
H -0.593 -0.772 0.132
H 2.662 0.777 0.933
H 1.021 -0.756 -1.981
H 2.317 -1.511 -1.019
H 2.441 0.195 -1.490
H 2.499 -0.933 1.350
H 1.360 0.241 2.035
C -2.434 0.276 0.832
C -1.394 0.041 -0.260
O -2.010 -0.459 -1.430
N -0.438 1.006 -0.505
H -1.721 0.100 -2.163
H -0.325 1.633 0.289
H -3.014 -0.633 0.985
H -3.115 1.076 0.535
H -1.950 0.543 1.772
*
```

Computed properties:
- LUMO energy (alpha / beta): 0.07 / 0.07 eV
- Kohn-Sham gap (alpha / beta): 8.463 / 8.462 eV
- Highest occupied orbital energy (alpha / beta): -8.390 / -8.390 eV

***

Q: Which of them is the most stable? A: w.

***

w:
This record from the Open Molecules 2025 dataset describes C4H12N2O in the gas phase. The level of theory is ωB97M-V/def2-TZVPD.

ORCA input file:
```
! RIJCOSX wB97M-V def2-TZVPD def2/J DEFGRID3
* xyz 0 1
N -0.904 2.271 0.479
C -1.467 0.905 0.608
C -1.001 -0.030 -0.522
C 0.174 -1.002 -0.255
N 0.297 -1.915 -1.338
C 1.370 -0.186 0.202
O 2.303 -1.044 0.840
H -0.202 2.382 1.206
H -1.638 2.917 0.752
H -1.195 0.407 1.535
H -2.551 0.944 0.553
H -1.829 -0.678 -0.828
H -0.735 0.580 -1.387
H -0.135 -1.614 0.604
H 0.408 -1.455 -2.232
H 1.053 -2.551 -1.119
H 1.864 0.315 -0.631
H 1.004 0.521 0.948
H 3.184 -0.767 0.585
*
```

Computed properties:
- LUMO energy: 0.91 eV
- Kohn-Sham gap: 10.008 eV
- SMILES: NCC[C@@H](N)CO
- Highest occupied orbital energy: -9.094 eV

***

x:
This record from the Open Molecules 2025 dataset describes 2 unconnected molecules or ions with the total composition C4H12N2O. The level of theory is ωB97M-V/def2-TZVPD.

ORCA input file:
```
! RIJCOSX wB97M-V def2-TZVPD def2/J DEFGRID3
* xyz 0 1
H -2.676 1.052 -0.553
N -2.329 1.968 -0.217
N -2.023 1.878 0.982
H -1.657 2.782 1.319
C 0.659 0.684 -0.958
C 0.535 -0.434 0.165
C 1.910 -1.070 0.378
C -0.486 -1.488 -0.282
O 0.160 0.129 1.393
H 1.039 0.211 -1.858
H -0.286 1.153 -1.217
H 1.364 1.441 -0.621
H 1.861 -1.761 1.216
H 2.637 -0.297 0.612
H 2.231 -1.607 -0.511
H -0.165 -1.971 -1.202
H -1.461 -1.034 -0.451
H -0.594 -2.248 0.490
H -0.719 0.611 1.315
*
```

Computed properties:
- LUMO energy: 0.11 eV
- Kohn-Sham gap: 9.889 eV
- SMILES: [H]/N=N/[H].CC(C)(C)O
- Highest occupied orbital energy: -9.780 eV

***

Q: Which of them is the most stable? A: w.

***

w:
This record from the Open Molecules 2025 dataset describes C4H7NS in the gas phase. The level of theory is ωB97M-V/def2-TZVPD.

ORCA input file:
```
! RIJCOSX wB97M-V def2-TZVPD def2/J DEFGRID3
* xyz 0 1
C 1.064 -1.166 0.220
N 1.868 -0.021 -0.197
C 1.023 1.256 -0.144
C -0.222 0.583 0.398
S -1.858 0.021 -0.002
C -0.284 -0.724 -0.377
H 0.963 -1.465 1.302
H 1.459 -2.010 -0.422
H 2.729 0.023 0.498
H 1.016 1.674 -1.191
H 1.372 1.942 0.631
H -0.103 0.459 1.448
H -0.265 -0.494 -1.447
*
```

Computed properties:
- LUMO energy: 0.99 eV
- Kohn-Sham gap: 9.793 eV
- SMILES: C1NC[C@H]2S[C@H]12
- Highest occupied orbital energy: -8.806 eV

***

x:
This record from the Open Molecules 2025 dataset describes C4H7NS in the gas phase. The level of theory is ωB97M-V/def2-TZVPD.

ORCA input file:
```
! RIJCOSX wB97M-V def2-TZVPD def2/J DEFGRID3
* xyz 0 1
C 1.802 0.999 -0.610
C 2.789 -1.276 0.514
C -1.786 1.258 -0.383
C -0.497 0.710 0.431
N 0.629 1.016 -0.356
S 3.299 0.171 -0.171
H 1.934 -1.460 1.186
H 3.054 -2.275 0.158
H -2.145 2.126 0.150
H -1.388 1.521 -1.423
H -2.573 0.447 -0.298
H -0.671 -0.377 0.555
H -0.591 1.324 1.300
*
```

Computed properties:
- LUMO energy (alpha / beta): 0.07 / -0.20 eV
- Kohn-Sham gap (alpha / beta): 7.810 / 7.038 eV
- Highest occupied orbital energy (alpha / beta): -7.739 / -7.238 eV

***

Q: Which of them is the most stable? A: w.